[1]
A molecular structure, C19H31BCl8CsF3ILi2N2O14PS2 in a non-equilibrium geometry, computed with wB97M-V/def2-TZVPD.

The geometry in XYZ format:
```
85
Properties=species:S:1:pos:R:3:forces:R:3:mulliken_charge:R:1
C 1.244 -4.905 1.285 -0.724 0.475 -0.299 -0.946
B 1.007 -3.389 0.863 -0.058 -1.109 0.906 -0.458
O 1.541 -2.450 1.688 -1.643 -0.851 -1.066 -0.098
C 0.212 -2.929 -0.485 1.133 1.403 -0.529 3.152
C 0.728 -3.950 -1.538 0.979 0.978 1.080 -2.221
C 0.776 -3.522 -2.956 -0.351 -1.771 -0.632 0.840
O 0.140 -2.614 -3.455 -2.609 -3.697 6.109 -1.239
O 1.680 -4.175 -3.743 -0.200 0.647 0.009 -0.529
C 0.765 -1.507 -0.705 0.352 -0.142 -0.675 -0.692
C 2.138 -0.908 -0.801 0.048 -0.714 -0.179 -0.945
C 3.065 -1.393 -1.908 0.755 0.554 0.052 -1.126
O 2.810 -0.728 -3.175 1.002 0.021 0.607 -0.261
C 3.405 0.571 -3.177 -1.416 1.837 0.699 0.621
C 4.868 0.783 -3.403 0.012 -0.907 -0.276 -0.747
O 2.656 1.499 -2.952 0.539 -1.351 -0.496 -0.522
N -0.186 -0.645 -0.753 -1.075 0.248 -1.486 0.249
C -1.555 -1.095 -0.545 0.498 -0.361 2.120 0.423
C -1.944 -0.268 0.727 -0.479 0.191 0.563 -1.309
N -0.780 0.010 1.580 -0.636 -0.375 -0.144 -0.204
S -2.628 -0.499 -1.908 1.083 2.186 -1.932 1.409
O -2.733 0.912 -1.778 -0.389 0.452 1.173 -0.626
O -2.108 -0.862 -3.175 -0.098 -1.471 -0.183 -0.435
F -4.051 -1.057 -1.692 0.256 -0.463 0.448 -0.184
C -1.330 -2.650 -0.361 0.035 -0.826 0.261 -1.112
I -2.422 -3.838 -1.838 -0.076 -0.090 0.309 0.206
P -2.268 -3.342 1.118 -2.230 0.275 -0.540 0.090
C -1.967 -5.171 1.190 0.536 0.678 0.107 -0.911
O -1.586 -2.710 2.560 1.013 -0.858 0.643 -0.301
H 2.305 -5.044 1.490 0.063 -0.138 -0.147 0.355
H 0.733 -5.054 2.244 0.095 -0.025 0.074 0.260
H 0.834 -5.640 0.599 0.347 -0.235 0.006 0.403
H 1.074 -2.403 2.523 0.815 0.408 0.584 0.166
H 0.244 -4.936 -1.509 -0.204 0.077 -0.333 1.209
H 1.771 -4.156 -1.264 0.008 -0.153 -0.081 0.541
H 1.352 -5.088 -3.921 -0.537 -0.180 0.803 0.446
H 2.009 0.165 -0.931 0.088 0.084 0.142 0.563
H 2.678 -1.007 0.174 -0.498 0.040 0.198 -0.156
H 3.119 -2.474 -2.021 -0.308 -0.021 -0.418 0.494
H 4.077 -1.094 -1.633 0.007 -0.132 0.296 0.311
H 5.041 1.801 -3.731 -0.107 0.233 0.070 0.138
H 5.418 0.628 -2.475 -0.035 -0.010 0.094 0.295
H 5.263 0.092 -4.148 -0.001 -0.111 0.041 0.381
H -0.044 0.353 -0.878 0.363 0.029 0.231 0.442
H -2.790 -0.717 1.256 -0.042 -0.336 -0.246 0.419
H -2.287 0.724 0.434 -0.148 -0.164 -0.375 0.697
H -0.251 -0.826 1.803 0.247 0.155 -0.006 -0.120
H -1.168 0.326 2.461 0.329 0.302 0.095 0.353
H -2.923 -5.676 1.095 -0.152 0.178 -0.031 0.363
H -1.314 -5.534 0.403 0.162 -0.145 0.148 0.365
H -1.573 -5.368 2.186 0.150 -0.252 -0.071 0.274
H -2.327 -2.379 3.092 -0.270 0.274 -0.421 0.307
Cl 2.671 -0.197 2.277 0.366 0.895 0.383 -0.590
Li -0.981 -3.384 4.441 -0.170 -0.016 0.161 0.761
F -0.206 -5.810 -3.011 0.295 0.045 -0.463 -0.857
C 4.117 4.935 -5.816 -0.421 -0.021 -0.744 -0.854
C 5.407 4.716 -4.974 0.424 -0.098 0.206 0.818
O 5.674 3.533 -4.746 -0.363 -0.229 -0.262 -0.568
O 5.975 5.762 -4.658 -0.344 0.169 0.017 -0.454
H 3.652 3.986 -6.066 0.118 -0.070 0.086 0.277
H 3.421 5.534 -5.233 0.191 0.068 0.142 0.263
H 4.360 5.462 -6.736 0.058 0.092 0.084 0.289
Cs 0.990 -1.506 -5.045 2.514 4.359 -6.819 1.020
C -2.386 -3.724 8.628 -0.743 -0.552 1.315 0.115
Cl -1.108 -2.639 9.416 0.989 0.357 0.867 -0.335
Cl -2.023 -5.422 9.042 0.093 -0.078 0.104 -0.169
Cl -3.998 -3.292 9.260 0.018 -0.032 0.069 -0.109
Cl -2.350 -3.499 6.722 0.365 0.244 -2.453 -0.459
C -5.015 3.905 -1.451 -0.081 0.059 -0.071 0.169
Cl -6.375 2.912 -1.969 0.044 -0.024 0.002 -0.134
Cl -5.348 5.615 -1.719 0.052 -0.028 0.013 -0.128
Cl -4.640 3.607 0.251 0.067 -0.034 0.076 -0.135
H -4.149 3.629 -2.039 0.011 -0.037 0.026 0.212
Li 0.473 -3.390 11.281 -0.393 0.131 -0.417 0.707
F 5.895 4.557 -2.708 0.299 -0.023 0.407 -0.468
C -2.057 6.545 1.571 0.393 -0.316 0.088 -0.238
C -3.006 6.228 2.706 -0.474 0.010 -0.275 -0.295
O -2.705 7.202 3.711 0.372 0.006 -0.116 -0.325
S -2.252 8.573 3.007 -0.065 -0.431 -0.206 1.091
O -3.367 9.443 2.942 -0.041 0.270 -0.020 -0.529
O -1.018 8.974 3.568 0.081 0.173 0.207 -0.520
O -1.996 7.976 1.540 -0.332 0.013 0.178 -0.317
H -1.054 6.163 1.771 -0.017 -0.021 0.002 0.308
H -2.407 6.160 0.617 -0.055 0.235 -0.071 0.247
H -2.869 5.223 3.097 0.107 0.102 0.219 0.288
H -4.047 6.361 2.402 0.010 -0.054 -0.041 0.292
```
Positions in Å, forces in eV/Å.

The calculation puts the HOMO-LUMO gap at 0.89 eV. As for the HOMO energy: -4.6 eV. Its lowest unoccupied orbital energy is -0.13782 Eh.

[2]
A molecular structure, C4H10N4 in a non-equilibrium geometry, computed with wB97M-V/def2-TZVPD.

The geometry in XYZ format:
```
18
Properties=species:S:1:pos:R:3:forces:R:3:nbo_charge:R:1
C 1.983 1.509 0.141 -1.083 -0.874 0.920 -0.669
C 2.101 -0.001 -0.350 0.607 -0.085 -1.527 -0.104
C 1.946 -1.354 0.430 -0.075 2.988 0.755 -0.274
C -1.448 -0.147 -0.375 4.137 -0.418 -0.649 0.209
H 0.567 1.896 -0.415 4.449 -0.910 2.064 0.230
H 2.881 2.404 -0.299 -2.903 -3.318 1.745 0.265
H 1.973 1.104 1.460 -0.234 2.725 -3.799 0.239
H 2.706 -0.264 -1.223 -0.328 1.046 -0.254 0.196
H 2.236 -2.268 -0.025 0.926 -0.600 0.232 0.214
H 2.088 -1.111 1.483 -0.715 -0.716 0.082 0.203
H -1.468 -0.775 -1.310 -0.845 0.896 0.539 0.167
H -2.426 1.029 0.878 0.798 1.313 2.896 0.366
H -3.119 -1.340 0.039 -3.016 3.097 0.131 0.365
H -4.371 -0.019 -0.507 0.811 -1.572 0.638 0.371
N 0.897 -0.800 -0.385 -3.193 -0.048 -0.812 -0.302
N -0.278 -0.199 0.230 -1.768 1.412 0.730 -0.342
N -2.553 0.700 -0.010 -0.445 -4.754 -2.290 -0.458
N -3.715 -0.364 0.238 2.879 -0.182 -1.400 -0.677
```
Positions in Å, forces in eV/Å.

The value obtained for the energy above the lowest of the compared OMol25 structures with the same formula, charge and spin is 9.633 eV. The calculation puts the HOMO-LUMO gap at 9.03 eV. As for the HOMO energy: -8.2 eV. Its lowest unoccupied orbital energy is 0.02898 Eh.

[3]
A molecular structure, C43H57N3OS2W, computed with wB97M-V/def2-TZVPD.

The geometry in XYZ format:
```
107
Properties=species:S:1:pos:R:3:forces:R:3:mulliken_spin:R:1
W 0.512 1.708 0.670 -0.119 -0.149 -0.067 0.770
S -1.208 -0.276 0.870 0.018 0.067 -0.012 0.151
C -1.940 -0.337 -0.668 -0.008 -0.038 -0.037 0.183
N -2.795 -1.355 -0.973 0.013 -0.001 0.073 0.106
C -3.358 -1.479 -2.302 -0.008 -0.023 0.010 0.008
C -3.629 -0.103 -2.858 0.007 0.014 -0.017 -0.011
N -2.419 0.697 -2.796 0.013 0.026 0.002 0.208
C -1.924 1.238 -4.059 -0.041 0.008 -0.007 -0.010
C -1.343 0.143 -4.924 0.017 -0.014 0.009 0.010
C -1.920 -0.194 -6.140 0.007 -0.016 -0.001 0.008
C -1.402 -1.234 -6.904 -0.003 0.003 0.008 -0.001
C -0.303 -1.945 -6.451 0.003 0.009 0.011 0.003
C 0.283 -1.610 -5.234 -0.006 0.002 -0.008 0.002
C -0.233 -0.573 -4.476 0.007 0.008 -0.002 0.011
C -1.667 0.643 -1.662 0.001 0.014 -0.027 0.299
S -0.382 1.832 -1.479 -0.007 0.010 -0.023 0.018
C -3.106 -2.440 -0.055 -0.003 -0.015 -0.039 -0.021
C -4.497 -2.313 0.519 0.005 0.016 -0.001 0.009
C -5.410 -3.353 0.412 -0.019 0.000 0.013 0.001
C -6.687 -3.232 0.947 0.015 0.003 -0.007 0.000
C -7.059 -2.062 1.591 0.011 0.006 -0.001 0.000
C -6.150 -1.015 1.698 -0.003 -0.009 -0.006 -0.001
C -4.877 -1.138 1.165 -0.013 -0.013 0.006 -0.005
H -4.291 -2.040 -2.223 0.002 0.005 -0.012 -0.002
H -2.675 -2.028 -2.963 0.002 0.002 -0.002 0.004
H -4.422 0.381 -2.280 0.002 0.000 0.003 0.004
H -3.946 -0.173 -3.897 -0.011 -0.006 0.007 -0.002
H -1.182 2.002 -3.846 0.002 -0.002 0.014 0.003
H -2.759 1.719 -4.572 0.012 0.004 0.000 -0.002
H -2.781 0.361 -6.495 -0.002 0.000 -0.004 0.000
H -1.862 -1.489 -7.850 0.000 0.002 -0.003 0.000
H 0.102 -2.755 -7.043 0.000 -0.003 0.001 0.000
H 1.149 -2.156 -4.880 0.005 -0.002 0.005 0.000
H 0.227 -0.311 -3.528 -0.024 -0.009 -0.026 -0.006
H -2.361 -2.444 0.738 0.001 0.003 0.005 0.008
H -3.017 -3.383 -0.603 0.005 -0.003 0.008 0.002
H -5.121 -4.269 -0.093 -0.001 -0.002 -0.001 0.000
H -7.390 -4.050 0.857 -0.001 -0.003 0.000 0.000
H -8.052 -1.964 2.008 -0.002 0.002 0.001 0.000
H -6.434 -0.101 2.204 -0.002 0.000 0.001 0.000
H -4.164 -0.327 1.258 0.007 0.011 -0.001 0.002
C -2.723 3.586 3.295 0.009 0.011 -0.010 0.003
C -1.914 2.407 2.752 0.026 -0.030 0.031 0.018
C -1.650 1.402 3.867 -0.008 -0.025 0.010 0.002
C -0.613 2.893 2.104 -0.050 0.076 -0.056 -0.066
H -3.658 3.254 3.754 -0.003 -0.005 -0.003 0.000
H -2.966 4.297 2.502 0.001 -0.002 0.005 0.000
H -2.150 4.122 4.058 0.003 0.000 -0.001 0.000
H -2.520 1.910 1.987 -0.013 0.004 -0.012 -0.011
H -1.092 1.880 4.677 0.003 0.000 -0.002 0.001
H -1.062 0.551 3.521 -0.019 0.019 0.003 0.008
H -2.585 1.022 4.287 -0.006 0.001 -0.001 -0.001
H 0.007 3.381 2.866 0.018 -0.018 0.004 0.005
H -0.871 3.714 1.407 -0.022 -0.007 0.022 -0.018
C 3.952 4.180 0.310 0.006 0.018 -0.006 -0.004
O 3.018 3.233 0.803 -0.004 0.020 0.002 0.019
C 1.710 3.248 0.372 0.047 0.041 -0.048 0.106
C 1.280 4.561 -0.238 0.007 0.003 0.043 -0.002
H 3.680 5.206 0.567 -0.004 0.002 0.000 0.001
H 4.065 4.101 -0.775 -0.004 -0.006 -0.002 0.001
H 4.903 3.940 0.780 -0.002 -0.010 0.007 0.000
H 1.871 4.830 -1.119 0.004 -0.009 -0.001 0.007
H 1.381 5.374 0.491 0.003 -0.001 -0.006 -0.002
H 0.237 4.513 -0.543 0.003 -0.005 -0.001 -0.006
C 1.714 1.988 5.457 -0.010 -0.013 -0.020 0.000
C 1.614 0.830 4.500 -0.077 -0.023 0.149 0.011
C 1.313 -0.443 4.947 -0.016 -0.086 -0.039 -0.009
C 1.234 -1.527 4.063 0.033 0.097 -0.074 0.013
C 0.905 -2.905 4.575 -0.007 0.013 0.005 0.000
C 1.461 -1.323 2.711 -0.036 -0.030 0.144 0.033
C 1.793 -0.044 2.234 -0.006 -0.232 -0.098 0.089
C 1.854 1.012 3.141 0.221 0.161 -0.025 -0.065
N 1.943 0.320 0.894 -0.084 0.093 0.090 0.117
C 2.747 -0.426 -0.072 0.012 -0.036 -0.046 -0.050
C 3.926 -1.131 0.612 -0.007 0.018 0.023 0.003
C 4.780 -1.872 -0.421 0.000 0.021 -0.008 0.002
C 3.919 -2.907 -1.152 -0.010 -0.005 -0.018 0.001
C 2.764 -2.200 -1.869 0.005 -0.006 0.004 0.001
C 3.328 -1.193 -2.876 -0.003 -0.003 0.025 0.001
C 4.182 -0.160 -2.136 -0.007 -0.004 0.006 0.003
C 5.342 -0.869 -1.432 0.002 -0.022 -0.008 0.001
C 3.319 0.564 -1.100 0.008 -0.016 0.013 0.018
C 1.906 -1.467 -0.833 -0.027 -0.044 -0.051 -0.032
H 2.609 1.905 6.077 0.008 0.004 -0.010 0.000
H 0.854 2.019 6.128 -0.002 -0.013 0.005 0.000
H 1.761 2.936 4.922 -0.001 -0.002 -0.006 0.000
H 1.124 -0.604 6.004 -0.001 -0.030 -0.006 0.000
H 0.309 -2.856 5.486 -0.002 0.002 -0.003 0.000
H 1.817 -3.461 4.805 0.005 0.004 0.003 0.000
H 0.348 -3.476 3.832 0.003 0.000 -0.002 0.000
H 1.357 -2.148 2.017 -0.008 0.023 0.024 0.001
H 2.200 1.965 2.756 0.047 0.109 0.101 -0.007
H 3.561 -1.833 1.368 0.051 0.014 -0.060 -0.001
H 4.524 -0.377 1.134 0.011 -0.007 0.028 -0.002
H 5.602 -2.380 0.091 0.005 0.011 0.009 0.000
H 3.522 -3.634 -0.436 0.002 -0.003 -0.002 0.000
H 4.530 -3.459 -1.873 -0.001 0.003 -0.005 0.000
H 2.148 -2.941 -2.389 -0.008 -0.002 -0.011 0.000
H 2.512 -0.685 -3.400 0.006 0.006 -0.001 0.002
H 3.929 -1.710 -3.632 0.004 -0.006 0.001 0.000
H 4.575 0.571 -2.848 -0.001 -0.004 -0.010 0.000
H 5.974 -0.137 -0.920 -0.003 0.002 0.005 0.001
H 5.970 -1.385 -2.167 0.000 -0.005 0.005 -0.001
H 2.493 1.083 -1.595 0.005 0.002 0.003 0.004
H 3.900 1.319 -0.566 0.000 -0.012 0.005 0.001
H 1.468 -2.187 -0.134 0.018 0.039 0.010 0.006
H 1.069 -0.949 -1.316 -0.001 0.000 -0.005 0.049
```
Positions in Å, forces in eV/Å.

The value obtained for the energy above the lowest of the compared OMol25 structures with the same formula, charge and spin is 0.000 eV. The calculation puts the HOMO-LUMO gap (alpha / beta) at 6.42 / 5.85 eV. As for the HOMO energy (alpha / beta): -5.9 / -6.6 eV. Its lowest unoccupied orbital energy (alpha / beta) is 0.01952 / -0.02583 Eh. Its multiplicity is 3.

[4]
A single C4H9NO molecule in a non-equilibrium geometry, computed with wB97M-V/def2-TZVPD.

The geometry in XYZ format:
```
15
Properties=species:S:1:pos:R:3:forces:R:3:nbo_charge:R:1
C -1.578 0.630 0.393 -0.040 -0.185 0.178 -0.619
C -0.715 -0.119 -0.626 -0.094 -0.822 0.364 -0.447
C 0.371 -1.112 0.100 -0.976 0.313 -0.822 -0.221
N 1.563 -0.451 0.622 -0.187 0.349 -0.317 -0.648
C 1.801 0.529 -0.345 1.143 0.429 0.261 0.557
O 2.061 0.345 -1.507 -0.149 -0.002 0.782 -0.552
H -2.480 1.077 -0.046 0.271 -0.164 -0.035 0.218
H -1.898 -0.078 1.160 -0.139 0.153 0.145 0.199
H -1.039 1.449 0.894 0.007 -0.239 -0.144 0.196
H -0.472 0.612 -1.444 0.817 -0.965 0.899 0.230
H -1.289 -0.871 -1.158 -0.644 -0.001 -0.015 0.209
H 0.736 -1.837 -0.631 -0.361 0.043 0.027 0.214
H -0.115 -1.651 0.933 -0.021 0.279 -0.536 0.204
H 1.413 -0.027 1.538 -0.084 -0.051 -0.441 0.365
H 1.640 1.505 0.116 0.457 0.862 -0.346 0.095
```
Positions in Å, forces in eV/Å.

The value obtained for the energy above the lowest of the compared OMol25 structures with the same formula, charge and spin is 1.768 eV. The calculation puts the HOMO-LUMO gap at 10.54 eV. As for the HOMO energy: -9.7 eV. Its lowest unoccupied orbital energy is 0.03194 Eh. Its SMILES is CCCNC=O.